A molecular structure, C23H41ClInP2 in a non-equilibrium geometry. Source: the Open Molecules 2025 dataset; level of theory: ωB97M-V with the def2-TZVPD basis set.

Cartesian coordinates (Å):
In: -0.71 0.28 0.03
C: -0.66 -2.52 3.78
C: 0.51 -2.70 2.99
C: 0.20 -0.44 3.28
C: -0.84 -1.12 3.97
C: 1.07 -1.42 2.72
C: -1.58 -3.58 4.22
H: -2.36 -3.78 3.47
H: -2.08 -3.29 5.16
H: -1.03 -4.52 4.39
C: -1.98 -0.47 4.65
H: -2.41 -1.15 5.40
H: -2.78 -0.20 3.94
H: -1.65 0.44 5.15
C: 0.31 1.01 3.09
H: -0.14 1.54 3.93
H: -0.23 1.35 2.17
H: 1.36 1.31 2.99
C: 2.30 -1.14 1.97
H: 2.94 -2.03 1.93
H: 2.87 -0.33 2.44
H: 2.09 -0.84 0.93
C: 0.99 -3.99 2.45
H: 0.74 -4.81 3.12
H: 2.08 -3.96 2.31
H: 0.54 -4.21 1.47
C: -2.18 1.00 -1.15
C: -2.14 0.02 -2.22
C: -1.45 -1.30 -2.32
C: 0.10 -1.10 -2.48
C: 0.69 -0.29 -1.34
C: 0.63 1.15 -1.24
C: -0.14 2.09 -2.19
C: -1.60 2.34 -1.69
H: -1.82 -1.83 -3.22
H: 0.33 -0.65 -3.46
H: -1.66 -1.95 -1.46
H: -2.22 2.75 -2.51
H: -3.14 1.11 -0.61
H: -1.99 0.53 -3.19
H: -1.60 3.10 -0.89
H: 0.39 3.06 -2.21
H: 1.53 1.62 -0.82
H: -0.14 1.71 -3.22
H: 0.57 -2.10 -2.48
H: 1.60 -0.74 -0.93
P: -4.06 -0.48 -3.61
C: -4.96 1.06 -3.24
C: -4.83 -1.51 -2.31
P: 4.51 2.33 -1.95
C: 3.80 2.52 -0.38
C: 6.19 1.63 -1.62
C: 4.93 4.08 -2.38
H: -4.45 1.65 -2.47
H: -5.99 0.82 -2.94
H: -4.99 1.63 -4.18
H: -4.27 -1.45 -1.37
H: -4.80 -2.54 -2.68
H: -5.88 -1.21 -2.18
H: 4.45 4.33 -3.34
H: 6.01 4.20 -2.48
H: 4.54 4.75 -1.59
H: 3.77 1.70 0.34
H: 3.34 3.48 -0.11
H: 6.31 1.46 -0.54
H: 6.96 2.32 -1.99
H: 6.27 0.67 -2.16
Cl: -2.21 -1.41 0.88

As for the LUMO energy (alpha / beta): -0.194 / -0.194 Eh. Its total charge is +1. The electronic energy is -60775.275 eV. The max |F| is 8.08 eV Å⁻¹.

Here are the Löwdin charges for atoms 1 to 6, given in e: number 1, In, carries 0.7598; number 2, C, carries -0.2329; number 3, C, carries -0.1920; number 4, C, carries -0.2595; number 5, C, carries -0.2003; number 6, C, carries -0.2064



A molecular structure, C23H41ClP2Pt in a non-equilibrium geometry. Source: the Open Molecules 2025 dataset; level of theory: ωB97M-V with the def2-TZVPD basis set.

Cartesian coordinates (Å):
Pt: 0.25 -0.30 -0.26
C: -0.97 -1.54 2.73
C: 0.29 -1.59 1.96
C: 0.59 -0.44 3.99
C: -0.78 -0.80 3.90
C: 1.27 -0.93 2.88
C: -2.22 -2.29 2.47
H: -2.13 -2.97 1.61
H: -3.08 -1.61 2.34
H: -2.48 -2.93 3.34
C: -1.77 -0.48 4.95
H: -2.78 -0.79 4.67
H: -1.80 0.60 5.11
H: -1.52 -0.96 5.90
C: 1.17 0.22 5.17
H: 1.06 -0.39 6.07
H: 0.66 1.17 5.35
H: 2.23 0.45 5.05
C: 2.74 -1.07 2.81
H: 3.10 -1.66 3.67
H: 3.24 -0.09 2.89
H: 3.09 -1.58 1.91
C: 0.70 -2.95 1.53
H: 0.81 -3.60 2.41
H: 1.68 -2.96 1.05
H: -0.05 -3.42 0.90
C: -1.46 1.65 -3.18
C: -1.81 0.28 -3.05
C: -1.30 -0.79 -4.00
C: 0.20 -0.75 -4.15
C: 0.93 -0.17 -2.95
C: 1.43 1.13 -2.97
C: 0.90 2.09 -4.02
C: -0.64 2.20 -4.25
H: -1.78 -0.68 -4.99
H: 0.46 -0.19 -5.06
H: -1.59 -1.75 -3.59
H: -0.90 1.71 -5.21
H: -2.19 2.34 -2.71
H: -2.93 0.21 -3.02
H: -0.86 3.26 -4.36
H: 1.30 3.09 -3.82
H: 2.48 1.39 -2.79
H: 1.35 1.78 -4.98
H: 0.55 -1.78 -4.32
H: 1.33 -0.93 -2.25
P: -1.61 0.02 -1.25
C: -2.85 1.02 -0.46
C: -2.25 -1.66 -1.06
P: 1.74 1.47 -0.74
C: 0.23 2.36 -1.00
C: 3.18 0.27 -0.77
C: 2.32 2.56 0.60
H: -2.44 1.55 0.40
H: -3.57 0.29 -0.08
H: -3.30 1.67 -1.22
H: -1.56 -2.37 -1.52
H: -3.23 -1.63 -1.54
H: -2.34 -1.85 0.02
H: 2.64 3.46 0.08
H: 3.14 2.09 1.14
H: 1.48 2.75 1.27
H: -0.34 2.55 -0.08
H: 0.01 2.91 -1.90
H: 3.65 0.27 0.21
H: 3.93 0.59 -1.50
H: 2.91 -0.77 -0.99
Cl: -0.50 1.29 1.65

As for the LUMO energy (alpha / beta): -0.285 / -0.295 Eh. As for the expectation value of S²: 6.1067. Its total charge is +2. The multiplicity is 5. The electronic energy is -58838.289 eV. The max |F| is 4.25 eV Å⁻¹.

Here are the Löwdin charges for atoms 1 to 6, given in e: number 1, Pt, carries 0.6752; number 2, C, carries -0.2118; number 3, C, carries -0.3386; number 4, C, carries -0.2158; number 5, C, carries -0.2128; number 6, C, carries -0.2107



3 unconnected molecules or ions with the total composition C23H41FO8S2 in a non-equilibrium geometry. Source: the Open Molecules 2025 dataset; level of theory: ωB97M-V with the def2-TZVPD basis set.

Cartesian coordinates (Å):
C: -5.80 1.91 0.31
C: -4.70 1.08 0.97
C: -3.72 0.53 -0.07
C: -3.93 -0.95 -0.42
C: -3.92 -1.27 -1.91
C: -2.81 -0.60 -2.73
C: -1.77 -1.59 -3.30
C: -0.68 -1.91 -2.25
C: 0.74 -1.46 -2.65
C: 1.23 -0.22 -1.87
C: 2.43 -0.55 -0.98
C: 3.29 0.60 -0.52
C: 4.21 0.45 0.45
C: 5.08 1.57 0.87
O: 5.54 1.65 2.00
C: 5.36 2.58 -0.17
C: 4.45 2.75 -1.14
F: 4.58 3.64 -2.13
C: 3.17 1.97 -1.09
O: 2.13 2.50 -1.41
H: -6.40 1.28 -0.33
H: -5.31 2.65 -0.32
H: -6.41 2.44 1.02
H: -5.11 0.29 1.59
H: -4.15 1.76 1.62
H: -3.73 1.14 -0.96
H: -2.71 0.64 0.33
H: -4.92 -1.21 -0.05
H: -3.25 -1.60 0.10
H: -3.79 -2.35 -2.01
H: -4.88 -1.06 -2.36
H: -2.26 0.14 -2.16
H: -3.26 -0.06 -3.56
H: -1.30 -1.08 -4.13
H: -2.27 -2.49 -3.64
H: -0.70 -2.98 -2.04
H: -0.93 -1.43 -1.32
H: 1.42 -2.28 -2.47
H: 0.76 -1.23 -3.70
H: 1.49 0.55 -2.59
H: 0.44 0.19 -1.25
H: 3.08 -1.21 -1.55
H: 2.09 -1.09 -0.11
H: 4.34 -0.49 0.97
H: 6.27 3.16 -0.13
C: -8.50 -4.89 -2.18
C: -9.44 -4.57 -1.03
O: -8.75 -4.44 0.23
S: -7.91 -3.12 0.49
C: -7.65 -3.35 2.21
O: -8.76 -1.99 0.28
O: -6.66 -3.22 -0.19
H: -7.82 -4.06 -2.38
H: -9.07 -5.09 -3.08
H: -7.89 -5.76 -1.95
H: -10.02 -3.67 -1.22
H: -10.14 -5.39 -0.89
H: -8.60 -3.30 2.73
H: -7.00 -2.54 2.54
H: -7.16 -4.30 2.36
C: 7.89 3.54 3.27
C: 9.01 3.40 2.27
O: 10.26 3.98 2.72
S: 11.09 3.18 3.82
C: 12.58 4.11 3.69
O: 11.31 1.85 3.36
O: 10.52 3.41 5.11
H: 8.08 2.96 4.17
H: 6.95 3.18 2.83
H: 7.77 4.58 3.57
H: 9.18 2.35 2.00
H: 8.77 3.94 1.36
H: 13.00 3.96 2.70
H: 13.25 3.74 4.45
H: 12.35 5.16 3.86

As for the LUMO energy: -0.051 Eh. The structure (SMILES) is CCCCCCCCCCCC1=CC(=O)C=C(F)C1=O.CCOS(C)(=O)=O.CCOS(C)(=O)=O. The electronic energy is -65281.259 eV. The max |F| is 1.43 eV Å⁻¹.

Here are the Löwdin charges for atoms 1 to 6, given in e: number 1, C, carries -0.1058; number 2, C, carries -0.2581; number 3, C, carries -0.2169; number 4, C, carries -0.2010; number 5, C, carries -0.1904; number 6, C, carries -0.2077



A molecular structure, C23H41IP2W in a non-equilibrium geometry. Source: the Open Molecules 2025 dataset; level of theory: ωB97M-V with the def2-TZVPD basis set.

Cartesian coordinates (Å):
W: 0.63 0.11 -0.47
C: 0.55 -0.13 2.22
C: -0.84 -0.16 1.82
C: 0.13 -2.23 1.34
C: 1.18 -1.39 1.81
C: -1.09 -1.50 1.42
C: 0.93 0.52 3.51
H: 0.14 1.15 3.94
H: 1.84 1.15 3.48
H: 1.18 -0.20 4.29
C: 2.53 -1.80 2.21
H: 3.31 -1.07 1.97
H: 2.83 -2.73 1.69
H: 2.54 -1.99 3.28
C: 0.15 -3.69 1.06
H: -0.16 -4.27 1.94
H: 1.11 -4.07 0.71
H: -0.56 -3.96 0.27
C: -2.39 -2.19 1.65
H: -2.29 -2.80 2.57
H: -2.73 -2.91 0.88
H: -3.20 -1.47 1.79
C: -1.93 0.78 2.30
H: -2.47 0.29 3.14
H: -2.69 1.06 1.54
H: -1.52 1.71 2.71
C: 1.52 0.79 -2.10
C: 1.42 2.17 -1.67
C: 0.27 3.05 -2.04
C: -1.06 2.29 -1.88
C: -1.01 1.05 -1.04
C: -0.92 -0.27 -1.75
C: -0.45 -0.33 -3.17
C: 0.86 0.47 -3.44
H: 0.30 3.46 -3.08
H: -1.47 1.96 -2.85
H: 0.23 3.93 -1.37
H: 0.58 1.35 -4.04
H: 2.54 0.44 -2.10
H: 2.35 2.73 -1.45
H: 1.51 -0.14 -4.08
H: -0.30 -1.37 -3.51
H: -1.94 -0.74 -1.65
H: -1.27 0.03 -3.79
H: -1.85 2.92 -1.43
H: -1.81 1.06 -0.28
P: 2.19 2.47 1.97
C: 3.67 2.04 0.95
C: 1.77 4.24 1.92
P: -2.24 -2.60 -1.21
C: 1.05 1.80 0.68
C: -3.95 -2.05 -1.44
C: -1.96 -3.53 -2.74
H: 3.60 1.01 0.55
H: 4.55 2.10 1.57
H: 3.74 2.70 0.09
H: 1.19 4.49 1.00
H: 2.70 4.82 1.95
H: 1.17 4.46 2.83
H: -1.90 -2.76 -3.53
H: -2.79 -4.22 -2.93
H: -0.99 -4.06 -2.64
H: 1.96 1.28 0.17
H: 0.49 2.62 0.26
H: -4.65 -2.72 -0.92
H: -4.26 -2.02 -2.49
H: -4.01 -1.03 -1.03
I: 1.98 -2.13 -1.41

As for the LUMO energy (alpha / beta): -0.290 / -0.289 Eh. As for the expectation value of S²: 2.0257. Its total charge is +2. The multiplicity is 3. The electronic energy is -52994.481 eV. The max |F| is 7.92 eV Å⁻¹.

Here are the Löwdin charges for atoms 1 to 6, given in e: number 1, W, carries 1.2959; number 2, C, carries -0.2774; number 3, C, carries -0.2607; number 4, C, carries -0.2941; number 5, C, carries -0.3047; number 6, C, carries -0.2549